(1)
{
  "formula": "C3H12O4",
  "method": "ωB97M-V/def2-TZVPD",
  "smiles": "C/C=C/O.O.O.O",
  "energy_ev": -11495.144,
  "lumo_ev": 0.549,
  "mol_weight_g_mol": 112.12,
  "homo_energy_ev": -8.65,
  "elements": ["O", "O", "O", "O", "C", "C", "C", "H", "H", "H", "H", "H", "H", "H", "H", "H", "H", "H", "H"],
  "coordinates": [[2.1612, 0.5624, 0.9861], [2.9384, -1.2076, -1.0346], [-0.6641, 1.3195, -0.8740], [1.0491, 0.0216, -2.6637], [-1.3222, 0.3504, -0.1788], [-2.6100, -0.6173, 1.6859], [-1.7146, 0.4874, 1.0753], [-2.0816, -1.5738, 1.7685], [-1.6531, 1.3748, 1.6789], [1.4103, 0.8769, -2.9418], [1.8271, -0.3649, -2.2226], [2.5836, -1.8876, -0.4618], [-3.5448, -0.7416, 1.1360], [2.9228, -0.4188, -0.4653], [-2.8809, -0.3190, 2.6747], [1.8286, 1.4010, 0.6459], [-1.4959, -0.5352, -0.7641], [-0.2047, 0.9422, -1.6296], [1.4509, 0.3294, 1.5850]],
  "forces_ev_per_a": [[-0.011, 0.541, 0.003], [0.289, 0.415, -0.206], [-0.209, 0.615, 0.675], [0.340, 0.838, -0.216], [0.812, 0.846, -0.410], [0.791, 0.392, -0.559], [-1.505, -1.415, 0.382], [-0.203, 0.094, -0.127], [0.465, 0.426, -0.245], [-0.264, -0.171, -0.289], [-0.197, -0.649, 0.271], [-0.137, -0.240, 0.044], [0.146, -0.114, -0.078], [-0.049, -0.269, 0.182], [-0.206, 0.097, 0.778], [0.113, 0.096, -0.241], [-0.186, -0.475, 0.058], [0.228, -0.571, -0.253], [-0.218, -0.455, 0.231]]
}


(2)
{
  "formula": "C3H12O4",
  "method": "ωB97M-V/def2-TZVPD",
  "energy_ev": -11488.424,
  "lumo_ev": -3.468,
  "mol_weight_g_mol": 112.12,
  "homo_energy_ev": -9.11,
  "elements": ["O", "O", "O", "O", "C", "C", "C", "H", "H", "H", "H", "H", "H", "H", "H", "H", "H", "H", "H"],
  "coordinates": [[-1.8681, 0.5627, -1.7865], [0.1223, -1.4514, -0.3910], [-1.8408, 1.2094, 0.7773], [-0.9774, -0.9436, 1.6374], [1.8190, 0.2130, 0.2891], [1.4004, -0.9635, -0.6106], [2.5318, 1.3148, -0.1524], [2.9111, 2.0241, 0.6305], [-1.7827, -1.3568, 1.8908], [-1.5303, 0.5906, -0.8845], [1.6776, -0.5082, -1.6610], [-2.7032, 1.0272, 1.1649], [-1.7772, -0.3674, -2.0651], [-1.3819, 0.5479, 1.3671], [2.7443, 1.4436, -1.1992], [-0.3356, -1.1870, 0.5856], [0.1857, 1.1531, 0.0974], [2.3218, -1.7176, -0.3385], [1.6759, -0.0529, 1.3577]],
  "forces_ev_per_a": [[0.223, -0.575, -0.995], [2.149, 0.857, -1.390], [0.572, 0.820, 0.820], [1.512, 1.018, 0.694], [-2.145, -0.815, 0.284], [2.265, 0.416, -0.364], [-1.196, 0.137, 1.981], [-0.364, -0.511, -1.153], [-0.736, -0.781, 0.019], [-0.590, -0.151, 0.242], [-1.077, -1.483, 1.231], [-0.622, 0.545, -0.655], [0.091, 0.609, 0.292], [0.551, -0.916, -0.175], [0.069, 0.169, -0.248], [-0.798, -0.570, 0.534], [1.943, -0.672, 0.095], [-2.025, 1.098, -0.754], [0.177, 0.805, -0.458]]
}


(3)
{
  "formula": "C3H12O4",
  "method": "ωB97M-V/def2-TZVPD",
  "smiles": "C/C=C/O.O.O.O",
  "energy_ev": -11494.110,
  "lumo_ev": 0.626,
  "mol_weight_g_mol": 112.12,
  "homo_energy_ev": -8.40,
  "elements": ["O", "O", "O", "O", "C", "C", "C", "H", "H", "H", "H", "H", "H", "H", "H", "H", "H", "H", "H"],
  "coordinates": [[3.3434, -1.4061, -0.0551], [-0.0529, 0.8957, -0.1917], [1.5220, -0.0188, 1.6733], [1.2814, -0.8852, -2.2481], [-2.5589, 0.9004, -0.1124], [-1.3335, 0.5938, 0.3283], [-3.7604, 0.5860, 0.6333], [-4.5289, 1.3935, 0.6692], [-2.5502, 1.5250, -1.0111], [-1.3010, 0.4003, 1.3348], [-4.1942, -0.2691, 0.0046], [0.6373, -1.5108, -2.2245], [0.5723, 0.8796, 0.6587], [3.8399, -2.2165, 0.0161], [2.9803, -1.4898, -0.8639], [2.2890, 0.3796, 2.1638], [0.8390, -0.1728, -1.6829], [-3.4139, 0.1676, 1.5904], [1.9962, -0.2523, 0.8211]],
  "forces_ev_per_a": [[1.899, 0.441, 3.957], [-0.416, -0.163, 1.722], [2.123, 0.679, -0.597], [1.948, 4.093, 1.236], [3.066, 1.657, -1.704], [0.304, 1.730, -1.131], [-1.317, -1.727, -0.896], [0.756, -0.580, 0.297], [-0.558, -0.505, -0.163], [0.447, -1.436, 2.432], [-0.131, 0.936, 1.259], [-2.848, -3.230, -0.163], [-1.571, -0.169, -2.100], [0.388, -0.314, 0.540], [-2.416, 0.032, -4.734], [-1.203, -0.471, -0.336], [0.886, -0.825, -0.855], [-0.809, 0.259, 0.003], [-0.548, -0.406, 1.231]]
}


(4)
{
  "formula": "C3H12O4",
  "method": "ωB97M-V/def2-TZVPD",
  "smiles": "C=CCO.O.O.O",
  "energy_ev": -11494.057,
  "lumo_ev": 0.266,
  "mol_weight_g_mol": 112.12,
  "homo_energy_ev": -9.97,
  "elements": ["O", "O", "O", "O", "C", "C", "C", "H", "H", "H", "H", "H", "H", "H", "H", "H", "H", "H", "H"],
  "coordinates": [[-4.6324, 1.7495, -0.8165], [0.1327, -0.8423, -0.3139], [2.8025, -2.9194, -2.8750], [-1.6537, 3.3681, 1.0119], [2.5822, -1.2418, 1.3623], [0.3578, -0.1052, 0.8871], [1.6456, -0.3455, 1.6306], [0.3276, 0.9428, 0.5961], [-2.1717, 3.5427, 0.2142], [-1.8630, 2.4542, 1.1948], [0.0313, -1.7500, -0.0072], [3.3645, -1.4501, 2.0886], [1.7103, 0.4141, 2.4193], [-4.9405, 0.8705, -0.5831], [2.6276, -2.2569, -2.2229], [2.1067, -2.9913, -3.5297], [2.6871, -1.7214, 0.3977], [-0.4280, -0.4253, 1.5894], [-3.7962, 1.6027, -1.2261]],
  "forces_ev_per_a": [[-0.781, 0.190, 0.490], [0.412, -0.185, 0.376], [0.879, -1.033, -0.452], [-0.082, 0.191, -0.434], [0.452, 0.302, 0.343], [0.291, -0.452, -0.470], [-0.377, 0.548, -0.429], [-0.461, 0.134, 0.253], [0.099, 0.174, 0.201], [-0.053, -0.378, 0.254], [0.016, -0.168, -0.391], [0.116, 0.324, -0.292], [0.175, -0.853, 0.409], [-0.105, -0.052, 0.047], [-0.654, 0.649, 0.190], [-0.261, 0.422, 0.275], [-0.540, -0.458, 0.144], [-0.068, 0.806, 0.049], [0.944, -0.160, -0.562]]
}


(5)
{
  "formula": "C3H12O4",
  "method": "ωB97M-V/def2-TZVPD",
  "smiles": "C/C=C/O.O.O.O",
  "energy_ev": -11494.801,
  "lumo_ev": 0.794,
  "mol_weight_g_mol": 112.12,
  "homo_energy_ev": -8.73,
  "elements": ["O", "O", "O", "O", "C", "C", "C", "H", "H", "H", "H", "H", "H", "H", "H", "H", "H", "H", "H"],
  "coordinates": [[2.1479, -0.5537, 1.5379], [2.7652, 1.8044, 0.2535], [0.4560, -0.2515, -0.3895], [0.5679, 2.3608, -1.3498], [-1.4098, -1.5858, -0.0539], [-2.9153, -1.7793, -0.0050], [-0.9396, -0.3404, -0.2157], [-1.6002, 0.4897, -0.4307], [1.3707, -0.6232, 0.9376], [2.4678, 1.1209, 0.8646], [-3.3243, -1.3447, 0.8953], [0.5775, 0.5889, -0.8661], [1.3223, 2.3568, -0.7335], [-0.5913, -2.2820, -0.1770], [-3.2197, -2.8057, -0.1792], [0.2323, 3.2575, -1.3591], [3.5708, 1.7880, -0.2244], [1.8868, -1.0328, 2.3105], [-3.3650, -1.1682, -0.8156]],
  "forces_ev_per_a": [[-0.155, 0.182, -0.508], [-2.160, 1.929, -0.006], [-1.724, 1.098, -0.351], [0.005, -0.141, -0.059], [-0.078, 1.977, -0.442], [0.457, 0.410, -0.889], [0.612, -2.274, -0.545], [0.509, 0.517, 0.297], [0.460, 0.128, -0.046], [1.157, -0.866, 0.038], [-0.200, -0.424, 0.486], [0.294, -0.026, 0.061], [0.360, 0.142, 0.096], [-0.559, -0.898, 0.407], [-0.105, -0.069, 0.318], [-0.126, 0.078, 0.001], [1.067, -1.020, 0.028], [-0.020, -0.303, 0.856], [0.205, -0.441, 0.260]]
}


(6)
{
  "formula": "C3H12P4",
  "method": "ωB97M-V/def2-TZVPD",
  "energy_ev": -40456.091,
  "lumo_ev": [-0.722, -0.641],
  "mol_weight_g_mol": 172.03,
  "homo_energy_ev": [-7.92, -7.87],
  "elements": ["P", "P", "P", "P", "C", "C", "C", "H", "H", "H", "H", "H", "H", "H", "H", "H", "H", "H", "H"],
  "coordinates": [[0.4916, -1.3349, 0.7279], [1.8882, 0.3209, 0.6073], [-2.5150, -1.1605, 0.0065], [-1.2963, 1.5572, 1.2646], [-1.0586, 0.6055, -1.5019], [-1.4785, 0.3333, -0.0689], [3.4366, -0.4686, -0.2654], [-0.1557, 1.0016, -1.4026], [-2.5830, -1.2186, 1.4971], [-1.6414, 1.3308, -2.0889], [4.2531, -0.2255, 0.2865], [-1.0602, -0.2787, -2.0496], [3.3608, -1.5007, -0.3901], [-3.7244, -0.5865, 0.1463], [-2.0023, 0.8384, 2.2944], [0.4999, -1.4217, -0.5696], [2.4432, -0.0447, 1.8741], [-2.4337, 2.3020, 0.8219], [3.5758, -0.0493, -1.1896]],
  "forces_ev_per_a": [[-1.560, 1.665, 2.021], [1.786, -0.666, 0.232], [0.827, -0.637, 2.157], [-0.533, 0.073, -0.270], [-3.305, 0.457, 1.233], [1.065, -2.191, 0.374], [-3.268, 0.425, 0.726], [4.376, 1.729, -0.256], [0.359, -0.393, -1.314], [-0.336, 0.000, 0.558], [2.366, 0.608, 1.873], [0.203, -1.611, -0.981], [-0.169, -1.767, 0.022], [-1.947, 0.941, -0.441], [0.200, 0.240, -0.506], [0.081, -0.659, -3.253], [-0.284, 0.542, -0.054], [0.060, 0.096, 0.314], [0.077, 1.146, -2.435]]
}